17
Properties=species:S:1:pos:R:3:forces:R:3:nbo_charge:R:1 method="wB97M-V/def2-TZVPD" orbital_gap_ev="7.455 / 7.455" total_charge=0 homo_ev="-7.24 / -7.24"
C -1.3819 -0.1500 0.3736 0.0 0.2 0.2 0.48
H 1.1389 0.1230 2.2436 0.0 -0.1 -0.2 0.16
H -1.5971 1.3251 -1.1752 -0.1 -0.2 0.2 0.25
C -2.2094 0.6402 -0.5789 0.0 0.0 0.0 -0.72
H 2.5975 1.0954 -0.2350 -0.1 -0.1 0.0 0.21
H 2.2349 -1.1967 0.3467 -0.2 0.1 0.1 0.19
O -0.5293 0.4381 1.0782 -0.3 -0.1 -0.2 -0.42
C 1.3178 -0.6107 0.1818 0.2 0.0 0.0 0.01
C 1.6766 0.6472 -0.6201 0.0 0.1 0.0 -0.64
H 0.0994 -2.0135 -0.0031 0.1 -0.1 -0.4 0.48
H 0.8901 1.4075 -0.5723 0.1 -0.2 0.0 0.20
H -1.5900 -1.2022 0.5803 0.0 0.2 0.0 0.18
O 0.4187 -1.3633 -0.6570 0.0 -0.2 0.0 -0.73
H -2.9046 1.2399 0.0199 0.0 0.0 -0.1 0.25
H 1.8320 0.3915 -1.6737 0.1 0.0 0.2 0.22
H -2.7849 -0.0035 -1.2469 0.1 0.0 0.2 0.24
C 0.5959 -0.5008 1.5225 0.2 0.3 -0.1 -0.37

=====

17
Properties=species:S:1:pos:R:3:forces:R:3:nbo_charge:R:1 method="wB97M-V/def2-TZVPD" orbital_gap_ev=10.342 total_charge=0 smiles="C=CCCC=O.O" homo_ev=-9.59
H -2.7161 0.9567 -0.7932 1.0 0.0 -0.1 0.20
H -1.5389 -3.0835 -0.7301 -0.1 -0.2 -0.1 0.47
C -1.6786 1.0012 -0.4026 -0.6 -1.1 0.6 -0.40
H -1.1594 -4.5326 -1.1781 -0.2 0.2 0.1 0.47
H -0.1274 0.5694 2.5001 -0.7 -0.5 -0.2 0.22
O -0.8061 -3.6748 -0.9213 0.4 0.0 0.0 -0.94
C 1.7670 0.8081 -0.1989 0.5 -1.4 -1.3 0.44
H -2.2146 -0.4322 0.9228 0.1 0.7 1.2 0.21
H 0.5804 2.3004 0.7201 -0.4 0.2 -0.2 0.23
H -0.8503 1.3223 -1.0288 -0.3 0.9 0.3 0.22
C -1.4611 0.3502 0.7616 0.7 0.0 -2.0 -0.20
O 1.5494 0.9981 -1.3763 -0.1 0.4 0.7 -0.52
C -0.0939 0.3185 1.4273 0.4 -0.3 0.7 -0.44
H 0.3538 -0.6977 1.3692 -0.4 0.4 0.1 0.22
H 2.5834 0.0538 0.0381 -0.5 0.6 0.2 0.10
H 1.7100 1.4947 1.7629 -0.4 -0.3 -0.2 0.22
C 0.9770 1.3218 0.9521 0.5 0.4 0.2 -0.52